(1)
Here is a 2-piece molecular cluster, C5H13NO overall in a non-equilibrium geometry from the Open Molecules 2025 dataset. Energies are from ωB97M-V with the def2-TZVPD basis set.

Net charge ... 0
LUMO level ... 0.84 eV
SMILES ... CCC(N)=O.CC
Frontier orbital gap ... 10.597 eV

Geometry as XYZ:
```
20
Properties=species:S:1:pos:R:3:forces:R:3:nbo_charge:R:1
C 0.094686 2.125044 1.124432 -0.313 0.354 0.011 -0.62
C 0.819706 0.785595 1.149837 -0.224 -0.272 -0.416 -0.51
C 1.231679 0.256894 -0.217308 0.682 0.009 0.036 0.68
N 1.689275 1.206298 -1.083363 0.042 0.144 -0.136 -0.83
O 1.233096 -0.920857 -0.517855 -0.270 0.069 0.151 -0.61
H 0.773896 2.982753 1.143938 -0.006 -0.121 0.027 0.20
H -0.573790 2.217502 1.974217 0.106 0.045 0.311 0.22
H -0.557340 2.260609 0.261095 0.122 -0.229 -0.172 0.22
H 1.722930 0.857447 1.745894 0.269 0.017 0.122 0.23
H 0.226114 -0.002527 1.604459 -0.084 0.077 0.048 0.24
H 2.135915 0.894425 -1.932910 -0.092 -0.001 0.142 0.40
H 1.894793 2.132749 -0.753638 -0.062 0.015 -0.081 0.39
C -2.480547 -1.760742 -0.935715 0.514 0.110 -0.239 -0.61
C -1.869360 -1.669437 0.481678 -0.422 -0.767 -0.941 -0.62
H -3.559761 -1.871950 -0.980937 -0.104 -0.005 0.191 0.20
H -2.202882 -0.871000 -1.508423 -0.268 0.014 0.040 0.20
H -2.041296 -2.587349 -1.495531 -0.064 -0.080 0.059 0.21
H -1.361473 -2.598786 0.710643 -0.046 -0.288 0.215 0.21
H -2.636358 -1.509685 1.239447 0.310 0.438 0.070 0.20
H -1.068995 -0.954537 0.414188 -0.091 0.472 0.561 0.21
```
Positions in Å, forces in eV/Å.


(2)
Here is C7H10NO as an isolated structure in a non-equilibrium geometry from the Open Molecules 2025 dataset. Energies are from ωB97M-V with the def2-TZVPD basis set.

Net charge ... +1
LUMO level ... -2.91 eV
Frontier orbital gap ... 9.584 eV

Geometry as XYZ:
```
19
Properties=species:S:1:pos:R:3:forces:R:3:nbo_charge:R:1
C -1.796045 1.347465 -1.681022 -0.842 1.379 -1.323 -0.39
C -1.660461 0.678253 -0.465085 0.306 -0.326 2.363 -0.21
C -0.632439 1.279010 -2.383495 -1.970 1.091 -0.617 0.26
C -0.441702 0.151304 -0.285725 2.594 1.758 -4.069 0.33
C 0.213352 -0.408492 2.000186 -2.357 -2.224 1.426 -0.17
C 1.264074 0.357518 1.522107 2.083 0.700 -0.208 -0.19
C 1.046448 -1.774812 -0.012142 0.584 -0.806 0.814 -0.40
N 0.533242 -0.460552 0.543335 -1.031 -1.230 -1.319 -0.25
O 0.332309 0.735066 -1.794653 1.339 -3.151 4.127 -0.45
H -2.537263 2.042816 -2.067865 -0.490 -0.741 0.576 0.26
H -2.304949 0.626908 0.422353 -0.398 0.106 -0.852 0.26
H -0.523130 1.668062 -3.397481 0.345 -0.106 0.278 0.22
H 0.291116 -1.315916 2.620657 0.688 0.310 -0.765 0.26
H -0.752093 -0.060963 2.109324 -1.729 1.341 0.512 0.23
H 1.301596 1.383837 1.361674 -0.608 1.668 -0.315 0.26
H 2.202963 -0.003135 1.803320 1.548 -0.761 -0.113 0.25
H 1.044983 -2.498648 0.859622 0.080 0.708 -1.203 0.23
H 0.318075 -2.114485 -0.794024 0.990 0.424 0.716 0.27
H 2.099925 -1.633236 -0.361086 -1.133 -0.140 -0.031 0.25
```
Positions in Å, forces in eV/Å.


(3)
Here is a 2-piece molecular cluster, C5H5BrO2 overall in a non-equilibrium geometry from the Open Molecules 2025 dataset. Energies are from ωB97M-V with the def2-TZVPD basis set.

Net charge ... 0
LUMO level ... 0.21 eV
Frontier orbital gap ... 10.288 eV

Geometry as XYZ:
```
13
Properties=species:S:1:pos:R:3:forces:R:3:nbo_charge:R:1
C 1.029448 3.272740 -0.364275 -0.616 2.485 0.075 -0.37
C 1.194371 2.095226 -0.303332 0.972 -5.319 -0.216 -0.08
C -0.742062 -0.966094 -0.316269 0.402 -0.557 -1.523 0.81
C -1.799655 -1.558214 0.711926 -0.964 -0.421 -1.016 -0.73
C 1.506475 0.041170 -0.258963 -2.938 3.734 -3.528 0.03
O -0.686664 -1.066275 -1.528607 -1.023 -0.104 2.068 -0.56
O 0.316605 -0.382406 0.334251 1.054 -0.128 1.238 -0.55
Br 3.022180 -0.206437 0.691420 1.234 -0.450 1.267 0.18
H 0.798989 4.345969 -0.361688 0.352 -1.188 -0.051 0.24
H -1.320178 -2.042228 1.593827 -0.158 0.937 -0.575 0.25
H -2.695977 -0.890948 1.000940 1.965 -0.516 -0.367 0.26
H -2.328667 -2.407538 0.191162 0.757 0.872 0.157 0.25
H 1.705137 -0.234967 -1.390393 -1.037 0.655 2.471 0.27
```
Positions in Å, forces in eV/Å.


(4)
Here is C26H40BiN5O3Si as an isolated structure from the Open Molecules 2025 dataset. Energies are from ωB97M-V with the def2-TZVPD basis set.

Net charge ... -2
LUMO level ... 3.65 eV
Frontier orbital gap ... 3.278 eV

Geometry as XYZ:
```
76
Properties=species:S:1:pos:R:3:forces:R:3:lowdin_charge:R:1
Bi 0.961478 0.066091 -0.151162 0.739 -0.280 0.386 1.43
C 2.924245 -0.349772 -2.871047 0.049 0.008 -0.040 -0.13
C 3.157688 1.119616 -3.052375 -0.100 -0.053 0.082 -0.25
C 3.994845 1.573166 -4.055338 0.021 -0.034 -0.078 -0.13
C 4.239396 2.925629 -4.294456 -0.063 0.005 0.057 -0.18
C 3.583817 3.840756 -3.466999 0.036 0.031 -0.055 -0.14
C 2.737473 3.442437 -2.453284 -0.068 -0.065 0.141 -0.25
C 2.042307 4.452393 -1.588760 0.044 0.092 -0.073 -0.10
C 2.475028 2.043174 -2.169946 0.183 0.053 0.039 -0.40
N 1.645178 1.728877 -1.185945 -0.045 0.314 -0.256 -0.25
H 3.486424 -0.921100 -3.618225 -0.008 -0.011 0.004 0.05
H 1.858508 -0.594982 -2.995258 -0.001 0.000 0.008 0.04
H 3.194423 -0.693709 -1.864491 -0.013 -0.002 -0.006 0.02
H 4.482077 0.828524 -4.684962 -0.001 -0.001 0.008 0.08
H 4.904293 3.250339 -5.087077 0.011 0.003 0.000 0.05
H 3.740388 4.908733 -3.619848 -0.002 -0.001 0.007 0.08
H 2.310661 5.471271 -1.891596 -0.006 -0.002 0.002 0.05
H 2.296489 4.318876 -0.534327 -0.023 -0.025 0.012 0.05
H 0.955432 4.335874 -1.648276 -0.005 -0.029 0.022 0.06
C 0.949253 3.538798 4.150391 0.031 0.007 -0.030 -0.22
Si 1.092626 2.639002 2.469987 -0.005 -0.029 -0.133 0.33
C -0.017154 3.621882 1.310723 0.037 0.075 0.065 -0.20
C 2.881542 2.859155 1.950790 -0.021 0.074 0.046 -0.19
N 0.676569 0.993638 2.375320 -0.159 0.098 0.117 -0.15
C 0.233560 0.105941 3.276264 0.046 -0.108 0.088 -0.41
C 0.053653 -1.275134 2.942266 -0.012 0.018 -0.080 -0.09
C -0.420599 -2.206231 3.842288 -0.052 -0.024 0.036 -0.15
C -0.757019 -1.867719 5.155262 0.017 0.036 -0.066 -0.18
C -0.580635 -0.536518 5.521227 -0.021 -0.005 0.036 -0.16
C -0.105860 0.411111 4.632113 -0.069 0.068 0.004 -0.07
H 1.261510 4.576890 3.989905 0.008 0.002 0.014 0.01
H 1.604622 3.104571 4.910292 -0.023 -0.008 0.012 0.01
H -0.072910 3.553403 4.538044 0.003 0.006 -0.001 0.01
H 0.249825 4.685011 1.307696 -0.002 -0.002 -0.008 0.02
H -1.064859 3.529781 1.618615 -0.003 -0.018 -0.013 0.01
H 0.095583 3.233845 0.294896 -0.027 -0.015 -0.004 -0.02
H 3.172054 3.916082 1.951030 0.009 -0.003 -0.015 0.02
H 3.020636 2.457187 0.944149 0.004 -0.017 0.001 0.00
H 3.542424 2.316036 2.632143 -0.002 -0.014 -0.009 0.02
H 0.331822 -1.606257 1.950860 0.102 -0.013 0.016 0.03
H -0.520033 -3.237711 3.512661 0.004 0.002 -0.001 0.08
H -1.123658 -2.606915 5.857678 0.001 -0.005 0.004 0.06
H -0.818654 -0.221161 6.534676 0.002 -0.003 0.000 0.08
H 0.006394 1.429793 4.976676 0.006 -0.028 -0.008 0.05
C -2.805329 -0.139455 1.195529 -0.009 0.002 0.103 -0.04
N -3.628551 0.810872 0.447869 0.050 0.040 -0.111 -0.15
C -5.047361 0.918084 0.695519 -0.020 0.033 0.010 -0.08
C -2.949027 1.581963 -0.454695 0.018 -0.072 0.280 -0.52
C -3.699501 2.638887 -1.239315 -0.055 -0.013 -0.011 0.01
O -1.754359 1.434457 -0.605449 -0.308 0.201 -0.297 -0.04
H -3.436411 -0.684577 1.895474 0.015 -0.005 0.002 0.08
H -2.015900 0.374063 1.746066 0.016 0.000 -0.013 0.08
H -2.309939 -0.839110 0.520873 -0.001 -0.009 -0.004 0.07
H -5.317019 0.199549 1.466406 -0.013 0.005 -0.005 0.07
H -5.647427 0.694926 -0.193059 0.008 -0.022 0.003 0.08
H -5.336998 1.910580 1.054340 0.011 -0.008 0.026 0.08
H -4.765074 2.706968 -1.029801 0.001 -0.004 0.003 0.05
H -3.552917 2.432646 -2.299101 0.021 0.026 -0.002 0.08
H -3.225686 3.595641 -1.021311 0.013 -0.002 -0.021 0.09
O 2.594067 -0.930967 0.284648 -0.219 0.024 -0.082 -0.90
N 0.215431 -2.565373 -1.351427 -0.158 -0.263 -0.290 0.16
C -0.177662 -3.614810 -1.621869 -0.127 -0.003 0.148 -0.25
N -0.627903 -4.832929 -1.949168 0.203 -0.057 -0.224 -0.11
C -2.047847 -5.013894 -2.213284 -0.054 -0.014 0.130 -0.13
C -2.213383 -6.261117 -3.060562 -0.019 0.015 -0.044 -0.20
O -1.646240 -7.396852 -2.426361 0.015 0.042 0.007 -0.14
C -0.255798 -7.197204 -2.210644 0.047 -0.017 -0.021 -0.20
C -0.001839 -5.993453 -1.325442 -0.068 -0.003 0.110 -0.13
H -2.437309 -4.138401 -2.730554 0.050 0.007 -0.028 0.13
H -2.598725 -5.134408 -1.270474 -0.024 0.013 -0.015 0.13
H -1.729894 -6.105664 -4.033883 -0.008 0.014 -0.001 0.13
H -3.269252 -6.476925 -3.221785 0.002 -0.035 0.034 0.12
H 0.245674 -7.052341 -3.176222 0.014 0.003 0.008 0.13
H 0.130156 -8.103440 -1.745418 -0.048 -0.012 0.014 0.12
H 1.064950 -5.810599 -1.208326 0.001 0.033 -0.046 0.14
H -0.433771 -6.167794 -0.331160 0.027 -0.016 0.007 0.13
```
Positions in Å, forces in eV/Å.


(5)
Here is C36H29F10InN7OS2 as an isolated structure from the Open Molecules 2025 dataset. Energies are from ωB97M-V with the def2-TZVPD basis set.

Net charge ... -1
LUMO level ... 2.02 eV
Frontier orbital gap ... 6.908 eV

Geometry as XYZ:
```
86
Properties=species:S:1:pos:R:3:forces:R:3:lowdin_charge:R:1
In 0.086452 -1.039849 0.389575 -0.049 0.099 0.612 0.57
C 2.980491 0.162125 1.589883 -0.024 -0.004 0.050 -0.06
N 2.076867 -0.965901 1.796590 0.115 -0.044 -0.033 -0.28
C 2.699319 -2.229922 1.423243 -0.078 0.030 -0.032 -0.21
C 2.947562 -2.265538 -0.078109 -0.096 -0.060 -0.029 -0.21
N 1.776419 -1.796177 -0.813890 0.058 0.103 -0.230 -0.04
C 1.933989 -1.495241 -2.124527 -0.158 -0.185 0.161 -0.21
C 0.833366 -1.024769 -2.879883 -0.030 0.058 0.095 -0.18
F -0.365721 -0.892128 -2.267371 0.106 0.162 0.010 0.01
C 0.879693 -0.656422 -4.201841 -0.018 0.010 0.034 -0.16
F -0.218767 -0.151596 -4.784043 -0.048 0.010 -0.030 0.11
C 2.049265 -0.776802 -4.926673 -0.035 -0.023 -0.011 -0.16
F 2.109997 -0.419281 -6.218915 0.012 0.034 -0.069 0.10
C 3.142416 -1.288299 -4.267224 0.003 -0.049 0.076 -0.16
F 4.288458 -1.463089 -4.936541 0.100 -0.006 -0.047 0.11
C 3.088311 -1.640975 -2.928000 0.014 -0.006 -0.045 -0.13
F 4.229900 -2.184984 -2.443087 0.052 -0.024 0.019 0.06
C 1.529559 -0.981156 3.148390 0.056 -0.033 -0.093 -0.20
C 0.525801 0.147797 3.351629 0.003 -0.005 -0.038 -0.22
N -0.245187 0.433445 2.143737 0.013 0.129 0.041 -0.03
C -1.092378 1.491049 2.248256 -0.085 -0.076 -0.027 -0.18
C -1.512386 2.134784 3.445285 -0.046 -0.032 0.012 -0.13
F -1.161137 1.671892 4.667341 -0.014 -0.010 0.030 0.06
C -2.346820 3.239077 3.490679 0.035 -0.027 0.021 -0.16
F -2.671812 3.757869 4.680529 -0.017 0.026 0.075 0.11
C -2.863596 3.802599 2.347459 0.002 -0.016 0.000 -0.16
F -3.664221 4.879052 2.389643 -0.037 0.041 -0.006 0.10
C -2.510389 3.210554 1.153600 0.020 -0.034 0.006 -0.16
F -2.944810 3.741344 -0.001623 -0.026 0.019 -0.076 0.10
C -1.674102 2.116181 1.114367 0.040 0.033 0.067 -0.17
F -1.355005 1.703985 -0.124307 0.040 -0.043 -0.094 0.02
H 3.922845 0.001074 2.133824 -0.011 0.010 0.016 0.10
H 2.508520 1.071149 1.957287 -0.016 -0.005 -0.035 0.08
H 3.184326 0.299471 0.531107 0.010 -0.020 0.013 0.08
H 2.018316 -3.028691 1.716764 -0.017 -0.012 -0.004 0.07
H 3.646457 -2.384470 1.960077 0.032 0.013 -0.031 0.13
H 3.202326 -3.300987 -0.339115 0.021 0.029 -0.039 0.12
H 3.829359 -1.665240 -0.304864 0.025 0.072 0.022 0.11
H 2.328605 -0.902839 3.900189 0.009 0.020 -0.010 0.13
H 1.037837 -1.942684 3.277939 -0.034 -0.004 0.014 0.06
H 1.061249 1.048897 3.683740 -0.022 0.034 -0.007 0.11
H -0.100914 -0.159189 4.191556 0.011 -0.028 -0.009 0.11
S -0.600861 -3.172518 1.699150 -0.023 -0.009 0.071 0.65
C -1.975043 -2.361489 2.410978 0.022 0.009 -0.030 -0.68
C -2.329631 -2.607512 3.739283 0.054 -0.032 -0.042 -0.06
C -3.419767 -1.988144 4.332928 -0.030 -0.055 0.179 -0.20
C -3.747084 -2.293406 5.701978 0.037 0.041 -0.112 -0.18
N -3.989785 -2.553649 6.796014 0.010 0.002 -0.050 0.15
C -4.180146 -1.073700 3.593131 -0.153 0.098 0.065 -0.20
C -3.829963 -0.807176 2.276862 0.030 -0.007 -0.046 -0.06
C -2.752261 -1.443982 1.661807 -0.013 0.052 -0.039 -0.67
S -2.399228 -1.081212 -0.016425 -0.035 0.029 -0.095 0.67
C -5.313989 -0.405434 4.176370 0.083 -0.054 -0.047 -0.18
N -6.228386 0.130199 4.624324 0.043 -0.022 -0.025 0.15
H -1.738874 -3.304985 4.317907 0.002 -0.001 -0.001 0.11
H -4.405720 -0.085550 1.711976 0.006 -0.010 0.001 0.11
C -0.823125 -5.194084 -4.176169 0.010 0.007 0.005 -0.09
C -1.935338 -4.624981 -3.577314 -0.002 -0.001 0.008 -0.07
C -1.762008 -3.906823 -2.400801 -0.008 0.055 0.078 -0.14
N -0.579427 -3.732388 -1.817744 0.151 -0.115 -0.156 0.07
C 0.481931 -4.287566 -2.399621 -0.124 -0.033 0.009 -0.14
C 0.413832 -5.025959 -3.573014 0.015 -0.006 -0.008 -0.07
H -0.917289 -5.757221 -5.096797 0.001 0.003 0.006 0.10
H -2.922351 -4.728537 -4.009474 0.015 0.002 0.006 0.10
H -2.601814 -3.437826 -1.897092 0.018 0.000 -0.011 0.08
H 1.433003 -4.122281 -1.903059 -0.034 -0.033 0.000 0.10
H 1.312818 -5.449610 -4.002038 -0.007 0.004 -0.001 0.10
O 1.151394 1.006508 -0.617528 0.136 0.004 -0.131 -0.02
C 1.007687 2.138585 -1.084234 -0.215 -0.079 -0.039 -0.44
C 1.514215 3.329058 -0.297482 0.036 0.014 -0.040 -0.07
C 0.672786 4.600413 -0.401156 -0.038 -0.032 -0.003 -0.18
C 0.988782 5.443228 -1.634601 0.012 -0.005 0.004 -0.20
C 1.108239 4.601923 -2.906163 0.019 -0.017 0.013 -0.18
C 0.043380 3.517441 -2.998117 -0.022 -0.068 0.042 -0.16
N 0.385820 2.301638 -2.267035 0.102 0.054 0.001 0.11
H 2.552313 3.515890 -0.593800 -0.003 0.017 0.013 0.13
H 1.542533 2.971915 0.731071 -0.006 -0.012 0.017 0.12
H 0.822923 5.198787 0.498717 0.009 0.006 0.003 0.12
H -0.384668 4.321838 -0.397533 0.019 0.011 -0.005 0.10
H 1.920876 5.994018 -1.479032 -0.001 -0.004 -0.003 0.11
H 0.201719 6.190836 -1.764317 0.005 -0.004 0.004 0.11
H 2.088921 4.121374 -2.962260 -0.005 0.007 -0.002 0.12
H 1.032850 5.247249 -3.783415 -0.012 0.008 0.008 0.11
H -0.080385 3.208293 -4.035449 0.006 0.012 -0.023 0.12
H -0.924683 3.903457 -2.660105 -0.004 0.009 -0.005 0.13
H -0.024663 1.447267 -2.613414 -0.020 -0.034 0.003 0.13
```
Positions in Å, forces in eV/Å.